[1]
{
  "formula": "C39H43ClCoN9OS",
  "method": "the ωB97M-V functional and the def2-TZVPD basis",
  "symbols": ["Co", "C", "C", "N", "C", "S", "N", "N", "C", "C", "C", "C", "C", "C", "C", "N", "H", "H", "H", "H", "H", "H", "H", "H", "H", "H", "H", "H", "H", "Cl", "C", "C", "C", "C", "C", "C", "C", "H", "H", "H", "H", "H", "H", "C", "C", "C", "C", "C", "C", "C", "H", "H", "H", "H", "H", "H", "H", "C", "N", "N", "C", "O", "C", "C", "C", "C", "C", "C", "C", "C", "C", "H", "H", "H", "H", "H", "H", "H", "H", "H", "H", "H", "H", "N", "C", "C", "N", "C", "C", "N", "H", "H", "H", "H", "H"],
  "positions_angstrom": [[-0.3233, 0.3900, 0.3942], [4.4660, -2.4593, -2.7379], [4.3268, -2.6529, -1.2340], [3.7421, -1.5013, -0.5812], [2.5484, -1.5293, 0.1080], [1.3631, -2.7072, -0.2529], [2.4824, -0.6170, 1.0593], [1.2178, -0.3428, 1.5153], [1.0417, -0.1500, 2.7701], [2.1281, -0.2569, 3.7935], [-0.3354, 0.2006, 3.1736], [-0.6175, 0.5085, 4.4891], [-1.9379, 0.7448, 4.8628], [-2.9150, 0.5558, 3.9152], [-2.5843, 0.3536, 2.5593], [-1.2865, 0.2326, 2.1954], [4.9279, -3.3358, -3.1995], [5.0811, -1.5855, -2.9633], [3.4787, -2.3114, -3.1790], [5.3075, -2.8649, -0.7931], [3.6678, -3.4979, -1.0380], [4.3719, -0.7897, -0.2424], [3.0550, -0.5361, 3.3021], [1.8798, -1.0035, 4.5504], [2.2643, 0.7038, 4.2977], [0.1814, 0.5532, 5.2144], [-2.1807, 1.0080, 5.8857], [-3.9601, 0.5281, 4.1952], [-3.7200, -0.0358, 1.7778], [-5.0844, -0.8934, 1.5330], [-4.0140, -2.3259, 1.8812], [-4.0984, -2.9992, 3.0753], [-3.3052, -4.1147, 3.3379], [-2.3560, -4.4845, 2.4090], [-2.2013, -3.7312, 1.2471], [-3.0285, -2.6509, 0.9533], [-2.6443, -1.8717, -0.3034], [-4.8543, -2.6543, 3.7811], [-3.4247, -4.6688, 4.2620], [-1.7265, -5.3489, 2.5813], [-1.4055, -3.9713, 0.5579], [-1.6885, -1.4013, -0.0478], [-2.4442, -2.5950, -1.0994], [-1.7813, 0.9894, -0.9391], [-3.1699, 0.6722, -0.6164], [-4.0179, 1.6513, -0.1814], [-5.3098, 1.6430, 0.4843], [-5.8003, 0.6298, 1.2430], [-4.7808, -1.0410, -0.0638], [-3.6087, -0.7578, -0.8902], [-1.5914, 2.0603, -1.0539], [-1.4501, 0.4260, -1.8190], [-3.6250, 2.6521, -0.4016], [-5.7932, 2.6134, 0.5626], [-5.3922, -0.7924, 2.9284], [-6.2885, -1.6196, 1.4812], [-3.7836, -0.8958, -1.9593], [1.8175, 0.5687, -5.6607], [1.8516, -0.1822, -4.4106], [1.9099, 0.5998, -3.2538], [1.0401, 0.0907, -2.2971], [0.9525, 0.5703, -1.1734], [0.3723, -1.0201, -2.9311], [0.8552, -1.1219, -4.1827], [0.4713, -2.0689, -5.2649], [3.0315, 1.4146, -2.9956], [2.9235, 2.4532, -2.0729], [4.0272, 3.2484, -1.8132], [5.2303, 3.0364, -2.4738], [5.3261, 2.0057, -3.3963], [4.2343, 1.1909, -3.6569], [2.6016, 1.3207, -5.6522], [0.8524, 1.0644, -5.8101], [2.0024, -0.1199, -6.4825], [-0.3278, -1.6663, -2.4315], [-0.0656, -2.9089, -4.8301], [1.3525, -2.4461, -5.7849], [-0.1815, -1.5904, -5.9983], [1.9872, 2.6163, -1.5616], [3.9395, 4.0494, -1.0899], [6.0859, 3.6664, -2.2688], [6.2601, 1.8211, -3.9117], [4.3202, 0.3646, -4.3492], [-1.8591, 4.2875, 3.4294], [-0.7586, 3.7575, 2.7894], [-0.9159, 3.0692, 1.5725], [0.1037, 2.5182, 0.9518], [1.3258, 2.7347, 1.4718], [1.4765, 3.4530, 2.6357], [0.4383, 3.9490, 3.3207], [-2.7254, 3.7961, 3.2646], [-1.6883, 4.5025, 4.3992], [-1.9003, 2.9260, 1.1357], [2.1694, 2.3041, 0.9458], [2.4609, 3.6237, 3.0563]],
  "mulliken_spin": [1.13, 0.00, 0.00, 0.00, 0.00, 0.00, 0.00, -0.01, -0.02, 0.00, 0.04, -0.01, 0.01, -0.01, 0.08, 0.02, 0.00, 0.00, 0.00, 0.00, 0.00, 0.00, 0.00, 0.00, 0.00, 0.00, 0.00, 0.02, 0.10, -0.51, 0.00, 0.01, 0.00, 0.02, 0.01, 0.01, 0.05, 0.01, 0.00, 0.00, -0.01, 0.05, 0.02, -0.15, 0.13, -0.12, 0.20, 0.04, 1.26, -0.01, 0.01, 0.01, 0.00, 0.01, 0.14, 0.42, -0.01, 0.00, 0.00, 0.00, -0.02, 0.03, -0.01, 0.00, 0.00, 0.00, 0.00, 0.00, 0.00, 0.00, 0.00, 0.00, 0.00, 0.00, 0.00, 0.00, 0.00, 0.00, 0.00, 0.00, 0.00, 0.00, 0.00, 0.00, 0.00, 0.03, 0.03, 0.01, -0.01, 0.01, 0.00, 0.00, -0.01, 0.01, 0.00],
  "gap_ev": [4.2, 4.9],
  "multiplicity": 4,
  "e_above_lowest_kcal_mol": 34.9,
  "total_charge": -1,
  "homo_ev": [-2.1, -2.8],
  "s_squared": 3.88,
  "lumo_energy_ev": [2.114, 2.113]
}

---

[2]
{
  "formula": "C3H4N4",
  "method": "the ωB97M-V functional and the def2-TZVPD basis",
  "symbols": ["N", "C", "C", "N", "C", "N", "N", "H", "H", "H", "H"],
  "positions_angstrom": [[-1.5690, -0.2885, 1.3088], [-0.6353, -0.1367, 0.2646], [0.7460, -0.5892, 0.3695], [1.6389, -0.1585, -0.4332], [2.2669, 0.2197, -1.4336], [-1.1237, 0.9146, -1.8913], [-0.9509, 0.4379, -0.8696], [-1.8244, 0.5765, 1.7713], [-2.3999, -0.8056, 1.0499], [1.0033, -1.3123, 1.1367], [2.8486, 1.1415, -1.2730]],
  "nbo_charge": [-0.82, 0.05, -0.04, -0.34, -0.04, 0.01, 0.04, 0.37, 0.37, 0.22, 0.16],
  "gap_ev": 7.9,
  "multiplicity": 1,
  "e_above_lowest_kcal_mol": 117.3,
  "homo_ev": -7.3,
  "lumo_energy_ev": 0.587
}

---

[3]
{
  "formula": "C56H52AsFHfN5O5P",
  "method": "the ωB97M-V functional and the def2-TZVPD basis",
  "symbols": ["Hf", "O", "C", "C", "C", "C", "C", "C", "C", "N", "N", "C", "O", "C", "C", "C", "C", "C", "C", "H", "H", "H", "H", "H", "H", "H", "H", "H", "H", "C", "C", "N", "C", "C", "C", "O", "O", "C", "O", "C", "C", "C", "F", "C", "C", "C", "N", "C", "C", "N", "C", "C", "H", "H", "H", "H", "H", "H", "H", "H", "H", "H", "H", "H", "H", "H", "H", "H", "H", "H", "C", "C", "As", "C", "C", "C", "C", "C", "C", "C", "C", "C", "C", "C", "C", "P", "C", "C", "C", "C", "C", "C", "C", "C", "C", "C", "C", "C", "H", "H", "H", "H", "H", "H", "H", "H", "H", "H", "H", "H", "H", "H", "H", "H", "H", "H", "H", "H", "H", "H", "H", "H"],
  "positions_angstrom": [[-0.7200, 1.0164, 2.7141], [-1.0574, -0.3297, 3.9695], [-1.1718, -0.2090, 5.2777], [-0.7156, -1.2569, 6.0894], [-0.8979, -1.2336, 7.4502], [-1.5300, -0.1473, 8.0546], [-1.9594, 0.9107, 7.2920], [-1.7970, 0.9159, 5.8908], [-2.2584, 2.0241, 5.1176], [-2.1106, 2.0716, 3.8288], [-2.4805, 3.1805, 3.1241], [-2.2121, 3.0643, 1.8483], [-1.7340, 1.9540, 1.3501], [-2.4839, 4.2076, 0.9689], [-2.3587, 4.0819, -0.4155], [-2.6655, 5.1485, -1.2416], [-3.0818, 6.3549, -0.6940], [-3.1575, 6.5021, 0.6839], [-2.8563, 5.4383, 1.5130], [-0.2298, -2.0789, 5.5920], [-0.5385, -2.0593, 8.0445], [-1.6827, -0.1393, 9.1210], [-2.4367, 1.7589, 7.7599], [-2.7361, 2.8627, 5.6226], [-2.0359, 3.1371, -0.8290], [-2.5882, 5.0447, -2.3162], [-3.3457, 7.1809, -1.3404], [-3.4571, 7.4466, 1.1142], [-2.9087, 5.5294, 2.5838], [6.8573, 2.4962, 1.8600], [6.1859, 1.1376, 1.6971], [4.7603, 1.2802, 1.4379], [3.9567, 1.3976, 2.5167], [2.6036, 1.4623, 2.4188], [1.5317, 1.4340, 3.4724], [1.4054, 0.4412, 4.1779], [0.6380, 2.3362, 3.3548], [1.9595, 1.3015, 1.1533], [0.7235, 1.0770, 1.0580], [2.8280, 1.3904, 0.0056], [2.2675, 1.5200, -1.2684], [3.0783, 1.6617, -2.3607], [2.5120, 1.8061, -3.5758], [4.4831, 1.6359, -2.2454], [5.0290, 1.4570, -0.9812], [4.2335, 1.3674, 0.1703], [5.3360, 1.8266, -3.3456], [6.1703, 0.7221, -3.7686], [7.4074, 1.2607, -4.4814], [6.9741, 2.0825, -5.6413], [6.0913, 3.1930, -5.1944], [4.8770, 2.6050, -4.4796], [7.9255, 2.3693, 2.0060], [6.4604, 3.0154, 2.7280], [6.6868, 3.1197, 0.9870], [6.3057, 0.5657, 2.6188], [6.6413, 0.5569, 0.8956], [4.4458, 1.4230, 3.4793], [1.1921, 1.5272, -1.3739], [6.1023, 1.4369, -0.8942], [5.6185, 0.0515, -4.4484], [6.4899, 0.1413, -2.9050], [8.0403, 0.4397, -4.8201], [7.9852, 1.8948, -3.8080], [6.4446, 1.4866, -6.2914], [7.7869, 2.4500, -6.1484], [5.7685, 3.7866, -6.0507], [6.6587, 3.8343, -4.5188], [4.2856, 2.0031, -5.1854], [4.2557, 3.4292, -4.1293], [-2.6610, -0.8695, -0.0209], [-3.4502, -2.0900, -0.4948], [-2.5560, -3.0709, -1.9897], [-2.8032, -1.6866, -3.3630], [-1.6701, -1.2118, -4.0168], [-1.7718, -0.2558, -5.0135], [-3.0160, 0.2365, -5.3702], [-4.1526, -0.2269, -4.7264], [-4.0447, -1.1809, -3.7306], [-4.0490, -4.2422, -2.4947], [-4.6669, -5.0427, -1.5384], [-5.6409, -5.9575, -1.8991], [-6.0065, -6.0939, -3.2280], [-5.3906, -5.3139, -4.1926], [-4.4123, -4.4054, -3.8291], [-1.4193, -1.1915, 1.3246], [-2.4178, -2.0616, 2.5856], [-1.9321, -3.1272, 3.3379], [-2.6666, -3.6267, 4.4007], [-3.8754, -3.0485, 4.7503], [-4.3371, -1.9466, 4.0472], [-3.6148, -1.4553, 2.9759], [-0.3550, -2.4127, 0.4698], [-0.4846, -3.7957, 0.5205], [0.3639, -4.5953, -0.2276], [1.3162, -4.0268, -1.0558], [1.4357, -2.6480, -1.1274], [0.6135, -1.8479, -0.3586], [-3.3240, -0.0894, 0.3725], [-2.1065, -0.4199, -0.8537], [-4.4332, -1.7680, -0.8493], [-3.6174, -2.7772, 0.3381], [-0.6998, -1.6149, -3.7385], [-0.8833, 0.0982, -5.5205], [-3.1009, 0.9762, -6.1530], [-5.1242, 0.1516, -5.0114], [-4.9420, -1.5518, -3.2496], [-4.3796, -4.9537, -0.4961], [-6.1090, -6.5749, -1.1451], [-6.7607, -6.8127, -3.5116], [-5.6668, -5.4226, -5.2320], [-3.9263, -3.8090, -4.5940], [-0.9649, -3.5528, 3.1130], [-2.2821, -4.4519, 4.9811], [-4.4501, -3.4421, 5.5738], [-5.2489, -1.4548, 4.3559], [-3.9764, -0.5833, 2.4437], [-1.2450, -4.2557, 1.1315], [0.2729, -5.6689, -0.1691], [1.9633, -4.6572, -1.6453], [2.1711, -2.1960, -1.7788], [0.7078, -0.7703, -0.3944]],
  "lowdin_charge": [1.53, -0.28, -0.29, 0.00, -0.04, -0.07, -0.02, -0.13, 0.01, -0.13, 0.10, -0.41, -0.18, -0.15, -0.02, -0.07, -0.07, -0.06, -0.02, 0.12, 0.12, 0.11, 0.12, 0.15, 0.11, 0.11, 0.11, 0.11, 0.11, -0.05, -0.18, -0.03, 0.06, 0.00, -0.60, 0.12, -0.05, -0.26, -0.11, -0.04, 0.10, -0.18, 0.08, -0.14, 0.08, -0.10, -0.10, -0.13, -0.09, 0.06, -0.08, -0.14, 0.09, 0.08, 0.08, 0.13, 0.12, 0.16, 0.15, 0.12, 0.14, 0.14, 0.15, 0.15, 0.19, 0.20, 0.15, 0.15, 0.14, 0.15, -0.38, -0.39, 1.34, -0.42, -0.14, -0.10, -0.09, -0.07, -0.12, -0.41, -0.12, -0.08, -0.08, -0.08, -0.12, 1.07, -0.38, -0.11, -0.07, -0.06, -0.06, -0.10, -0.37, -0.13, -0.08, -0.08, -0.08, -0.12, 0.07, 0.07, 0.07, 0.05, 0.08, 0.10, 0.10, 0.11, 0.11, 0.09, 0.11, 0.11, 0.11, 0.10, 0.10, 0.11, 0.11, 0.11, 0.11, 0.10, 0.11, 0.11, 0.10, 0.07],
  "gap_ev": 6.2,
  "multiplicity": 1,
  "total_charge": 2,
  "homo_ev": -11.2,
  "lumo_energy_ev": -5.087
}

---

Number 1: molar mass 780.288 g/mol. Number 2: molar mass 96.093 g/mol. Number 3: molar mass 1178.446 g/mol.